No. 1
76
Properties=species:S:1:pos:R:3:forces:R:3 method="wB97M-V/def2-TZVPD" total_charge=+1
Ga 2.295512 -0.607995 0.105651 -0.2 0.6 1.4
C 1.519104 -4.388447 2.136276 -0.6 -2.4 -1.2
C 1.482881 -4.493378 0.586803 -0.1 -0.1 1.2
N 1.109113 -5.595271 -0.008448 0.2 1.2 -0.5
C 0.923046 -5.557898 -1.379219 -0.3 -0.6 0.9
C 1.098050 -4.455586 -2.191235 0.3 -0.4 2.4
C 0.623217 -4.477014 -3.565526 -2.8 1.4 -1.4
O 1.629916 -4.572410 -4.526357 -0.2 0.7 -0.3
C 1.614096 -3.268763 -1.549493 -0.8 -0.3 0.3
C 1.899171 -2.076013 -2.252510 1.0 1.3 1.4
N 2.175213 -0.870819 -1.718005 -0.8 -2.3 -0.9
C 2.718199 0.093635 -2.571131 -0.8 1.7 -1.2
C 1.892063 0.984359 -3.272818 -2.0 -1.9 0.0
C 2.381638 1.889478 -4.178382 -0.2 1.2 0.5
C 3.757755 2.106814 -4.278846 -0.7 -1.0 0.8
C 4.585408 1.311772 -3.488564 -0.2 1.0 -1.4
C 4.049478 0.282962 -2.710533 2.4 0.7 0.0
I 5.513605 -0.811574 -1.759962 0.1 -0.7 0.6
C 1.786375 -3.303231 -0.146943 -0.3 -1.7 -1.4
O 2.288221 -2.351581 0.515209 1.1 1.3 1.9
H 0.589860 -4.856538 2.510669 0.3 0.2 -0.2
H 1.566409 -3.398065 2.492430 0.3 1.0 0.3
H 2.324697 -5.019054 2.540277 0.0 0.4 -0.1
H 0.495148 -6.540770 -1.646143 0.3 0.9 -0.8
H 0.072200 -3.490019 -3.816291 0.8 -1.4 0.5
H -0.216839 -5.235219 -3.631994 1.1 0.4 -0.3
H 1.941206 -5.459288 -4.513164 0.7 -1.2 -0.2
H 2.112965 -2.098816 -3.286662 -0.3 -0.3 -1.3
H 0.789264 0.724340 -3.212732 1.3 0.8 0.0
H 1.671936 2.585757 -4.626610 0.2 -0.4 -0.3
H 4.117892 2.861703 -4.943837 0.4 0.3 -0.1
H 5.647884 1.547413 -3.573576 -0.2 -0.6 0.4
O 4.281900 1.763344 2.309977 -0.4 0.1 -0.8
N 3.935891 0.739509 1.889666 0.2 -1.0 0.8
O 3.231070 0.818505 0.670543 -0.1 0.8 -0.3
C -3.326613 -0.861983 0.408446 -0.1 0.0 -1.4
C -2.580174 0.423128 0.022099 1.1 -0.6 0.0
C -1.646397 -0.031641 -1.161185 1.2 1.6 0.8
C -3.455349 1.585144 -0.467947 0.0 0.1 -0.8
Si -1.566831 1.230794 1.430238 0.9 0.1 -0.1
Br 0.172903 -0.510110 1.646515 0.0 0.6 -0.2
C -2.345386 1.235804 3.184032 -1.2 -1.5 -0.2
C -1.717615 2.158953 4.185067 1.5 -0.7 0.7
C -3.789010 1.761115 2.892322 -0.3 0.1 0.8
C -2.543355 -0.150963 3.876480 0.7 -0.8 -0.4
C -0.618743 2.932272 0.987119 0.7 -0.5 -0.1
C 0.011657 3.066324 -0.447618 -1.0 -0.8 -0.8
C 0.522801 3.098180 2.061449 -0.8 0.6 1.0
C -1.631078 4.094668 1.084285 0.8 1.4 0.4
H -3.673338 -1.313503 -0.565302 -0.1 0.4 1.0
H -4.161517 -0.682823 1.055146 -0.6 -0.1 0.3
H -2.674344 -1.620057 0.838038 0.1 0.1 0.2
H -0.856919 0.776228 -1.308003 -0.9 -1.3 -0.2
H -2.269695 -0.079385 -2.019388 -0.6 0.2 -1.0
H -1.181459 -1.034433 -1.113381 -0.1 0.5 0.6
H -4.106150 1.310172 -1.295750 -0.2 -0.4 0.0
H -2.865629 2.414015 -0.860710 0.4 -0.2 -0.1
H -4.069562 2.058500 0.274653 -0.4 -0.2 0.6
H -1.541668 3.126184 3.780843 -0.5 1.0 0.1
H -0.702107 1.844015 4.522960 -0.6 -0.2 -0.3
H -2.316956 2.128262 5.088072 -0.3 0.5 0.1
H -3.767722 2.699283 2.364382 -0.1 0.4 -0.4
H -4.235388 2.019130 3.853419 0.0 0.0 0.2
H -4.545061 1.094346 2.450243 0.8 -0.1 -0.2
H -1.623618 -0.695450 4.195824 -0.3 0.6 -0.6
H -3.122217 -0.818180 3.245009 0.1 -0.2 -0.3
H -3.124007 -0.143525 4.795597 -0.2 0.9 0.2
H 0.364156 2.147680 -0.952345 0.1 0.1 0.7
H 0.870787 3.718511 -0.422317 0.2 0.4 0.1
H -0.721553 3.468407 -1.197694 0.5 -0.1 0.8
H 1.295055 2.361489 2.121542 0.3 -1.0 -0.7
H 0.111113 3.050505 3.088320 0.2 0.4 -0.8
H 1.111551 4.029175 2.015479 -0.6 0.1 -0.4
H -2.545044 3.926019 0.497617 0.5 0.4 -0.1
H -1.094170 5.080675 0.840821 -0.8 -1.4 -0.3
H -1.944892 4.321233 2.097102 -0.2 -0.4 0.4

No. 2
19
Properties=species:S:1:pos:R:3:forces:R:3 method="wB97M-V/def2-TZVPD" total_charge=0
H -0.032943 -2.175592 1.059188 -0.1 -0.1 0.0
N -0.562037 -2.466542 0.238004 0.9 1.1 -0.3
C -0.945606 -1.435133 -0.413245 -1.2 -1.5 2.6
O -1.772170 -1.674597 -1.424447 -1.3 -2.5 -0.5
C -1.077242 -0.025291 0.136612 0.9 0.4 -0.7
C -0.437460 0.995953 -0.833745 -0.2 0.3 0.0
C 0.936336 1.245577 -0.216609 -0.3 0.0 0.2
O 2.062389 1.102150 -1.012857 0.2 -0.1 -0.1
C 0.979911 2.121883 1.010104 0.0 0.2 0.1
C 0.895964 0.621380 1.134133 0.3 -0.1 -0.1
O -0.378052 0.079665 1.365484 -0.1 0.1 0.2
H -2.017335 -2.675479 -1.213111 0.8 2.7 -1.2
H -2.140594 0.180924 0.318756 0.3 -0.3 -0.1
H -1.042024 1.909527 -0.897655 0.2 -0.1 0.0
H -0.329168 0.584928 -1.844162 0.0 0.1 0.2
H 2.204150 1.913921 -1.509934 0.0 0.0 0.0
H 1.943202 2.569609 1.258839 -0.3 -0.1 -0.1
H 0.096126 2.712642 1.257374 0.2 -0.2 0.0
H 1.727914 0.046547 1.542833 -0.2 0.2 -0.1

No. 3
107
Properties=species:S:1:pos:R:3:forces:R:3 method="wB97M-V/def2-TZVPD" total_charge=0
C 1.816038 4.836231 2.389621 -0.1 -0.4 -0.8
C 0.624963 3.882490 2.103434 -0.1 1.3 0.2
O 0.460158 2.838973 3.051901 0.3 -0.1 -0.6
C 1.638542 2.075081 3.257408 0.2 -0.6 1.2
C 1.350865 0.574509 3.356183 0.4 0.2 0.0
C 1.037600 -0.093600 2.254031 0.2 -1.2 0.5
O 0.922849 0.478906 1.041169 -0.5 0.3 0.1
C -0.452421 0.585559 0.562770 -1.1 -1.2 -0.4
C -1.537203 0.600291 1.651883 -0.5 0.4 -0.3
C 0.806418 -1.586529 2.418212 1.1 0.8 1.0
O 0.140057 -2.199411 1.660883 -1.2 -1.0 -1.5
C 1.402027 -2.345375 3.612663 0.2 -0.5 -0.3
C 1.622477 -3.830959 3.387588 0.3 0.3 -1.2
N 2.441159 -3.973561 2.143907 0.7 -0.5 0.8
C 3.800369 -3.397294 2.348545 0.3 0.3 -0.1
C 1.673518 -1.666771 4.716985 -0.3 0.9 0.2
S 2.327071 -2.512216 6.177953 1.0 -0.9 2.3
C 2.053360 -1.503079 7.665998 -1.1 0.2 -0.4
O 3.756927 -2.682631 6.069304 0.0 0.8 -0.8
O 1.629732 -3.752489 6.418962 -0.9 0.5 -0.6
C 1.413253 -0.168157 4.680933 0.6 -0.1 -1.5
O 1.275300 0.487819 5.661470 -0.1 0.7 1.9
H 1.790040 5.611300 1.602019 0.0 -0.1 0.5
H 1.754214 5.308526 3.378948 0.0 -0.2 -0.3
H 2.780550 4.321202 2.243997 -0.3 0.2 0.3
H -0.282956 4.507612 2.185488 0.2 -0.5 0.0
H 0.664208 3.535601 1.052762 0.2 -0.3 0.4
H 2.072438 2.397621 4.222850 0.1 -0.1 -0.5
H 2.387408 2.186278 2.456497 -0.4 0.1 0.2
H -0.628703 -0.317442 -0.051991 0.1 0.4 0.2
H -0.581811 1.437039 -0.122497 0.7 0.0 0.5
H -2.490707 0.866314 1.154899 0.5 -0.1 0.1
H -1.719917 -0.387831 2.103163 0.4 0.4 -0.1
H -1.385307 1.372188 2.421727 0.2 -0.4 -0.2
H 0.644966 -4.281786 3.153185 0.3 0.0 0.4
H 2.167724 -4.335151 4.195869 -0.7 0.4 0.2
H 2.616964 -4.976875 2.109476 -0.4 0.2 -0.4
H 4.597283 -4.122023 2.109871 -0.4 0.2 0.0
H 3.945385 -2.538466 1.672532 0.0 -0.2 0.3
H 3.984000 -3.071982 3.389711 -0.1 -0.1 -0.4
H 1.896319 -2.195834 8.506394 0.4 -0.1 -0.5
H 2.884660 -0.817219 7.855518 -0.3 -0.2 -0.3
H 1.093112 -0.978579 7.531805 0.6 0.0 0.1
C -3.741626 -4.985424 1.299785 0.0 -0.1 0.0
O -3.535420 -5.816675 0.170407 -0.1 0.2 0.1
C -4.113799 -5.285366 -1.014964 0.2 -0.4 -0.1
C -3.061275 -4.669079 -1.914620 -0.3 0.4 0.0
O -2.512484 -3.493343 -1.336833 0.1 -0.2 0.1
C -1.221885 -3.704775 -0.781954 0.0 0.1 -0.1
H -3.137447 -5.375024 2.118740 0.0 -0.1 -0.1
H -3.439004 -3.954110 1.101389 0.0 0.0 0.0
H -4.794818 -5.009862 1.599534 0.0 0.1 0.0
H -4.894269 -4.556258 -0.776894 0.1 0.1 0.0
H -4.583041 -6.121757 -1.543300 0.0 0.0 0.0
H -3.534445 -4.371820 -2.856546 0.0 -0.1 0.0
H -2.276184 -5.395383 -2.145918 0.0 0.0 0.1
H -0.489600 -3.858712 -1.582643 0.0 -0.1 0.0
H -1.210884 -4.560984 -0.103073 0.0 0.0 0.0
H -0.944617 -2.815928 -0.223878 -0.1 0.0 -0.1
C -2.985603 3.571388 -1.064928 0.0 -0.1 0.0
O -3.554957 3.378608 0.219809 0.1 0.2 -0.2
C -3.242141 4.436242 1.117147 -0.3 -0.4 0.2
C -4.419695 5.372083 1.301247 0.3 0.4 -0.1
O -4.690244 6.104935 0.113363 -0.1 -0.2 0.0
C -5.814679 5.607380 -0.592287 0.0 0.1 0.0
H -3.396553 2.816067 -1.734280 0.0 0.0 0.1
H -3.221141 4.559907 -1.466907 0.0 0.0 0.0
H -1.898990 3.441479 -1.017503 0.0 0.1 -0.1
H -2.358160 4.986539 0.779605 -0.1 0.0 0.0
H -3.004868 3.975792 2.082370 0.0 0.0 0.0
H -4.169486 6.102960 2.076994 0.0 0.0 0.0
H -5.304875 4.819923 1.630830 0.0 -0.1 0.0
H -6.734761 5.831122 -0.042373 0.0 -0.1 0.0
H -5.739691 4.530189 -0.761030 0.0 0.0 0.0
H -5.855246 6.110376 -1.557994 0.0 0.1 0.1
C 0.854181 3.020364 -4.388416 0.0 0.0 0.1
O -0.543905 3.167856 -4.203289 0.2 0.0 -0.2
C -1.145454 3.970926 -5.211547 -0.3 -0.2 0.3
C -1.887042 3.121698 -6.224271 0.2 0.2 -0.4
O -0.989376 2.344643 -7.005354 0.0 -0.1 0.2
C -0.955594 0.983312 -6.608695 0.0 0.0 -0.1
H 1.209604 2.269906 -3.682388 -0.1 0.0 0.0
H 1.093377 2.688842 -5.401706 0.0 0.0 0.0
H 1.364632 3.966610 -4.179821 0.1 0.0 -0.1
H -0.400394 4.601845 -5.705260 0.0 -0.1 0.0
H -1.864170 4.627409 -4.709960 0.0 0.0 0.0
H -2.419962 3.783689 -6.914442 0.0 0.0 0.0
H -2.626420 2.485250 -5.728539 0.1 0.0 0.1
H -1.891986 0.486809 -6.883477 0.0 -0.1 0.1
H -0.786813 0.881115 -5.533794 0.0 0.0 0.0
H -0.136153 0.498839 -7.138556 0.0 0.1 0.0
C 4.507861 -0.785641 -4.101658 -0.1 0.0 -0.1
O 4.038357 -2.119952 -4.186483 0.2 0.2 0.1
C 4.904402 -3.048192 -3.545423 -0.4 -0.2 -0.2
C 4.353217 -3.480943 -2.201573 0.4 0.1 0.2
O 4.371686 -2.411931 -1.265529 -0.2 0.1 -0.1
C 3.088563 -1.839216 -1.065659 0.0 0.0 0.1
H 3.719445 -0.128007 -4.467267 0.0 -0.1 0.0
H 4.746630 -0.507364 -3.072100 0.0 0.0 0.0
H 5.392908 -0.655618 -4.733512 0.0 0.1 0.1
H 5.910748 -2.632847 -3.435536 0.0 0.0 0.1
H 4.970528 -3.925141 -4.197461 0.0 0.0 0.0
H 4.994520 -4.270868 -1.796783 0.0 0.0 0.0
H 3.343590 -3.888614 -2.310172 0.0 0.1 -0.1
H 2.447754 -2.537790 -0.515660 -0.1 0.0 0.0
H 2.614757 -1.571567 -2.013676 0.0 0.0 0.0
H 3.209465 -0.934195 -0.469316 0.1 0.0 0.0

No. 4
11
Properties=species:S:1:pos:R:3:forces:R:3 method="wB97M-V/def2-TZVPD" total_charge=0
C -1.512760 0.952578 -0.247733 0.0 0.2 -0.8
C -1.189670 1.990038 -1.327891 -0.6 -0.5 0.8
O -0.515004 1.654742 -2.273984 -0.5 1.2 0.5
H -2.617038 0.890603 -0.110886 0.8 -0.1 -0.1
H -1.034050 1.127734 0.723315 -0.1 0.2 -0.3
H -1.073667 0.083212 -0.745722 -0.4 -0.5 0.7
H -1.728595 2.980556 -1.158773 0.9 -0.5 -0.7
N 2.511719 -2.393140 1.094186 -1.1 -0.4 -0.4
H 2.845418 -3.339825 1.378661 -0.9 1.4 -0.2
H 1.465518 -2.286722 0.964990 2.0 -0.6 0.5
H 2.848129 -1.659775 1.703837 0.0 -0.3 0.1

No. 5
32
Properties=species:S:1:pos:R:3:forces:R:3 method="wB97M-V/def2-TZVPD" total_charge=-1
C 2.829099 2.866763 0.892765 -0.4 -0.8 -0.1
O 2.082267 1.639577 1.085782 0.5 0.7 0.2
C 1.703172 0.983802 -0.007757 -0.5 0.3 -0.6
O 2.208273 1.062675 -1.101953 0.4 0.2 0.7
C 0.596644 -0.075024 0.356213 5.1 -1.6 -2.6
O 1.412805 -0.853930 1.180061 -0.3 -0.6 1.5
C 0.972061 -1.448852 2.405270 0.3 0.3 -0.3
C 0.437174 -0.875763 -0.957318 -0.5 0.1 -1.1
O 0.156822 -0.388011 -2.033043 -0.2 -0.6 0.8
O 0.567327 -2.199394 -0.749326 -0.2 -0.4 -0.3
C 0.087946 -3.075081 -1.800077 0.4 0.7 0.3
C -0.690756 0.419026 0.715584 -3.8 2.2 -0.6
O -0.860345 0.912245 1.899422 -0.3 0.0 1.2
C -0.893315 1.696204 -0.329271 1.5 -1.1 1.2
O -0.013177 2.538050 -0.335775 -1.1 -0.1 -0.2
C -2.102028 1.809740 -1.087896 -2.0 -1.1 -0.5
Cl -2.252977 3.239757 -1.998687 -0.3 0.6 -0.4
C -3.050288 0.807027 -1.155879 2.0 1.4 0.1
Cl -4.404429 0.990172 -2.161215 -0.5 0.1 -0.3
C -2.875546 -0.433105 -0.436263 1.2 -0.4 0.9
Cl -4.054298 -1.665824 -0.624362 -0.6 -0.3 -0.1
C -1.804300 -0.662984 0.369888 -0.5 1.4 -0.6
Cl -1.716835 -2.074141 1.285557 -0.4 -0.8 0.3
H 3.369453 3.019816 1.826110 0.0 0.0 -0.1
H 3.508628 2.768646 0.040611 -0.1 0.1 0.2
H 2.113277 3.677737 0.733391 0.1 -0.1 -0.1
H 1.864167 -1.439749 3.028761 0.0 0.0 0.2
H 0.160358 -0.885699 2.880775 0.3 -0.1 -0.2
H 0.693045 -2.481287 2.188112 -0.1 0.0 0.3
H 0.361532 -4.078615 -1.470183 -0.1 0.1 -0.1
H -0.999790 -2.973311 -1.904218 0.3 0.0 0.0
H 0.594035 -2.820468 -2.735080 -0.2 -0.1 0.0

No. 6
12
Properties=species:S:1:pos:R:3:forces:R:3 method="wB97M-V/def2-TZVPD" total_charge=0
C 1.451445 -0.494510 -1.700802 0.1 -0.5 -0.7
C 0.652933 -0.300202 -0.483499 -0.8 0.3 0.6
C 0.852774 -0.648035 0.785259 0.5 0.9 -0.6
O -0.033989 -0.223551 1.732272 -0.6 -0.2 -0.2
C -1.089971 0.563961 1.137829 0.1 0.6 1.2
S -0.910111 0.506986 -0.650497 -0.2 0.2 -0.4
H 1.698338 0.442707 -2.248529 0.0 -0.6 0.6
H 2.331087 -1.061164 -1.410465 0.4 0.2 -0.3
H 0.892967 -1.136311 -2.403909 0.2 0.2 0.1
H 1.766757 -1.051778 1.177228 0.1 -0.4 0.2
H -2.064547 0.158069 1.434085 0.3 0.0 0.0
H -0.993994 1.597818 1.568638 -0.1 -0.8 -0.6

One value per record, in order, for E_tot: -178644.71999 -13998.67904 -73080.89328 -5724.26975 -77010.76069 -17126.82763 eV.
One value per record, in order, for orbital gap: 7.44 10.45 7.86 10.62 6.88 8.56 eV.